# 1
A 4-piece molecular cluster, C3H15NO3 overall, computed with the ωB97M-V functional and the def2-TZVPD basis.

The geometry in ORCA input format:
```
! RIJCOSX wB97M-V def2-TZVPD def2/J DEFGRID3
* xyz 1 2
C -1.798 1.175 1.666
C -0.653 0.458 0.842
C -0.235 -0.833 1.587
N 0.461 1.315 0.588
H -1.370 2.015 2.347
H -2.224 0.465 2.398
H -2.671 1.461 1.088
H -0.996 0.058 -0.146
H 0.618 -1.254 1.046
H -1.040 -1.469 1.498
H -0.047 -0.815 2.604
H 0.136 1.836 -0.210
H 0.784 1.790 1.431
H 1.434 -1.437 -2.900
H 2.222 -0.452 -1.863
O 1.696 -0.480 -2.687
H 1.964 0.995 0.138
H 3.529 1.238 -0.425
O 2.780 0.636 -0.509
H -1.034 -1.646 -3.156
H -1.717 -2.978 -2.510
O -1.839 -2.075 -2.829
*
```

Values from the calculation:
Highest occupied orbital energy (alpha / beta) ... -14.19 / -14.19 eV
Maximum force ... 4.1 eV/A
Frontier orbital gap (alpha / beta) ... 10.66 / 4.60 eV
ΔE to the lowest compared entry with this formula, charge and spin ... 1.9258 eV

Atom charges from the Mulliken analysis, given in e for atoms 1 to 6:
1 C -1.109
2 C 0.461
3 C -1.669
4 N -0.293
5 H 0.330
6 H 0.347

# 2
A 4-piece molecular cluster, C3H15NO3S overall, computed with the ωB97M-V functional and the def2-TZVPD basis.

The geometry in ORCA input format:
```
! RIJCOSX wB97M-V def2-TZVPD def2/J DEFGRID3
* xyz 0 1
C 0.208 -1.476 -0.516
C 0.392 -1.248 1.056
C 0.429 0.155 1.687
S 0.615 -0.148 3.568
N -0.835 -2.001 1.596
H -0.858 -1.419 -0.905
H 0.880 -0.865 -1.076
H 0.762 -2.431 -0.786
H 1.360 -1.848 1.512
H -0.524 0.875 1.494
H 1.488 0.556 1.484
H -0.075 -1.265 3.938
H -0.672 -3.059 1.206
H -1.646 -1.709 1.192
H -2.368 0.599 -2.959
H -2.319 2.204 -2.645
O -2.708 1.381 -2.621
H 0.350 1.516 -2.604
H -0.234 1.711 -1.235
O -0.461 1.936 -2.201
H 2.455 2.765 0.025
H 1.508 1.862 -0.940
O 2.255 1.909 -0.270
*
```

Values from the calculation:
Highest occupied orbital energy ... -8.78 eV
Maximum force ... 6.5 eV/A
Frontier orbital gap ... 8.92 eV
ΔE to the lowest compared entry with this formula, charge and spin ... 3.2347 eV

Atom charges from the Mulliken analysis, given in e for atoms 1 to 6:
1 C -1.167
2 C 0.259
3 C -0.551
4 S -0.276
5 N -0.678
6 H 0.278

# 3
A 4-piece molecular cluster, C3H15NO4 overall, computed with the ωB97M-V functional and the def2-TZVPD basis.

The geometry in ORCA input format:
```
! RIJCOSX wB97M-V def2-TZVPD def2/J DEFGRID3
* xyz 0 1
C -0.393 1.371 0.636
O -0.911 1.125 -0.719
C -0.784 0.161 1.528
C -0.187 0.471 2.902
N -0.254 -1.023 0.851
H -0.813 2.315 0.971
H 0.667 1.335 0.389
H -1.808 0.771 -0.616
H -1.875 0.171 1.460
H -0.166 1.537 3.114
H -0.760 -0.016 3.695
H 0.839 0.120 2.944
H 0.530 -1.423 1.364
H 0.218 -0.732 0.004
H -1.234 -1.259 -1.248
H -1.155 -1.188 -2.729
O -1.670 -1.621 -2.034
H 1.706 1.213 -1.982
H 0.892 2.460 -1.560
O 1.779 2.085 -1.576
H 2.740 -2.215 -0.394
H 1.566 -2.979 -0.938
O 1.902 -2.072 -0.854
*
```

Values from the calculation:
Highest occupied orbital energy ... -9.54 eV
Maximum force ... 2.6 eV/A
Frontier orbital gap ... 10.02 eV
ΔE to the lowest compared entry with this formula, charge and spin ... 1.1754 eV

Atom charges from the Mulliken analysis, given in e for atoms 1 to 6:
1 C -1.020
2 O -0.536
3 C 0.421
4 C -1.387
5 N -0.601
6 H 0.394